1.
A 4-piece molecular cluster, C18H38FN3O7 overall. Source: the OMol25 dataset; level of theory: ωB97M-V/def2-TZVPD.

Structure (XYZ):
```
67
Properties=species:S:1:pos:R:3:forces:R:3
C -3.9716 -1.8891 1.2327 -0.1215 -0.0322 0.0265
O -3.8688 -1.2312 -0.0069 0.0381 -0.0778 -0.2861
C -2.8639 -0.2296 -0.0157 -0.1999 0.1752 0.1830
C -3.4260 1.1526 0.3599 0.8435 -0.2282 0.0703
C -2.9764 1.6448 1.7461 -0.3029 -0.1261 -0.0155
C -4.0911 2.3121 2.5360 0.1721 0.3041 -0.1427
C -3.6144 3.0304 3.7840 -0.6415 0.3507 -0.1006
O -2.7589 2.2059 4.5861 0.7074 -0.2833 -0.5059
C -1.4478 2.2998 4.3196 0.7585 1.1394 -0.1728
O -0.8208 3.3105 4.0472 -1.0998 -1.5901 0.3699
O -0.8943 1.0624 4.4503 -0.4915 0.7113 0.5053
C 0.4802 1.0504 4.7217 0.2262 -0.8171 0.1193
C 0.8003 -0.1984 5.5063 -0.1598 0.4941 0.1765
F 1.1406 1.0183 3.5147 0.0717 0.1495 -0.0352
H -3.1781 -2.6267 1.3585 0.1820 -0.0614 0.0299
H -3.9350 -1.1911 2.0684 -0.0279 0.1178 0.1390
H -4.9259 -2.4030 1.2593 -0.1512 -0.0913 -0.0186
H -2.4120 -0.2027 -1.0014 -0.1623 -0.1289 -0.2846
H -2.0718 -0.5073 0.6805 0.1875 -0.0599 0.0843
H -3.0362 1.8445 -0.3811 -0.2487 0.2679 -0.1417
H -4.5056 1.1240 0.2649 -0.2207 -0.0234 -0.0114
H -2.1447 2.3347 1.6163 0.1234 0.1472 0.0911
H -2.5948 0.8135 2.3333 0.0944 -0.1801 0.0486
H -4.8802 1.6054 2.7816 -0.0149 -0.2607 0.0234
H -4.5502 3.0751 1.9066 -0.1609 0.1116 -0.0391
H -4.4688 3.2699 4.4073 -0.0380 -0.0016 0.2297
H -3.1421 3.9709 3.5211 0.4436 0.0077 0.0969
H 0.7855 1.9291 5.2784 -0.0162 0.4001 -0.2912
H 0.2649 -1.0552 5.1201 0.0645 -0.2093 -0.1905
H 0.4918 -0.0275 6.5342 -0.1122 -0.0983 0.1345
H 1.8736 -0.3442 5.5134 0.1541 -0.1787 -0.1222
C 2.9753 0.5672 1.2031 -0.1099 -0.2132 0.1202
N 3.0912 -0.8537 1.4735 0.0874 0.0871 -0.0781
C 4.0015 -1.7371 0.9854 0.0185 -0.1049 0.0227
C 5.0422 -1.1971 0.0358 -0.0350 -0.0095 0.0501
O 3.9612 -2.9135 1.3110 0.0191 0.0146 -0.0006
H 3.0675 1.1260 2.1315 0.0338 0.1441 -0.0404
H 1.9990 0.7834 0.7673 0.0299 0.1102 -0.0379
H 3.7450 0.8982 0.5143 0.0225 -0.0796 -0.0465
H 2.4218 -1.2693 2.1006 -0.0383 0.0142 0.0266
H 5.6882 -2.0148 -0.2686 -0.0358 -0.0653 0.0362
H 4.5738 -0.7730 -0.8529 0.0986 0.0368 0.0219
H 5.6464 -0.4332 0.5295 -0.0233 0.0559 -0.0594
C 7.9490 1.1124 -3.8387 -0.0221 -0.2718 0.1920
N 6.8490 0.3090 -3.3385 0.0007 0.1331 -0.0739
C 5.5181 0.4703 -3.5608 -0.0082 -0.0436 0.0142
C 5.0936 1.6246 -4.4375 -0.0373 -0.0186 0.0153
O 4.7100 -0.2967 -3.0637 -0.0608 0.0618 -0.0791
H 8.6236 0.4958 -4.4347 0.0289 0.0777 -0.0523
H 8.5129 1.5367 -3.0064 0.0290 0.0750 -0.0552
H 7.5819 1.9229 -4.4579 -0.0269 0.0154 -0.0131
H 7.0651 -0.4787 -2.7488 0.0159 -0.0309 0.0103
H 4.0116 1.6152 -4.5158 -0.0200 -0.0516 0.0345
H 5.4080 2.5749 -4.0046 0.0429 0.0224 -0.0694
H 5.5201 1.5281 -5.4363 0.0365 0.0750 0.0025
C -4.5960 -3.4480 -2.6258 -0.0801 0.3116 0.2405
N -4.7180 -2.1014 -3.1466 0.0070 -0.0684 -0.1776
C -4.4256 -1.6448 -4.3910 -0.0165 0.0503 0.0335
C -3.9048 -2.6494 -5.3933 0.0010 0.0327 -0.0253
O -4.5795 -0.4686 -4.6773 0.0168 0.0087 -0.0366
H -5.5730 -3.7984 -2.2875 0.0463 -0.1393 -0.0005
H -3.9136 -3.4439 -1.7742 -0.0019 -0.1187 0.0015
H -4.2196 -4.1356 -3.3751 0.0028 0.0473 -0.0773
H -5.0553 -1.3874 -2.5202 0.0730 -0.0063 0.1007
H -3.7195 -2.1342 -6.3301 -0.0163 0.0627 0.0109
H -2.9723 -3.0947 -5.0451 -0.0304 -0.0796 -0.0032
H -4.6364 -3.4398 -5.5639 0.0548 -0.0632 0.0231
```
Forces are in eV/Å.

* energy above the lowest of the compared OMol25 structures with the same formula, charge and spin: 7.3 kcal per mole
* Kohn-Sham gap: 9.68 eV
* structure (SMILES): COCCCCCOC(=O)O[C@@H](C)F.CNC(C)=O.CNC(C)=O.CNC(C)=O

***

2.
C18H38N2O2Rb as an isolated structure. Source: the OMol25 dataset; level of theory: ωB97M-V/def2-TZVPD.

Structure (XYZ):
```
61
Properties=species:S:1:pos:R:3:forces:R:3
Rb 1.2329 -1.4034 4.0300 -0.0454 -0.0269 -0.0816
C 0.1806 -5.8519 -0.2065 0.2349 -0.7021 -0.9505
C -1.3127 -6.3046 -0.3303 0.1740 0.9427 -0.6134
C -1.4500 -7.5669 0.5342 -0.0075 0.5306 0.2318
C -2.8869 -8.0293 0.6575 0.2751 0.1448 -0.1622
C -3.6925 -6.9607 1.4223 0.3605 -1.0725 -1.3836
C -3.5026 -5.4988 0.8808 -0.6554 -0.2442 1.2126
N -2.1426 -5.2647 0.3686 0.8267 -0.7385 0.1868
O -1.9355 -3.9560 -0.1572 -0.4151 -0.7637 0.3600
C -4.6493 -5.2983 -0.1618 0.7142 0.2170 -0.1516
C -3.7055 -4.6071 2.1461 -0.2322 -0.0675 -0.6620
C -1.6476 -6.6348 -1.8525 -0.4783 -0.2780 1.1492
H 0.4875 -5.0451 -0.8720 -0.4716 0.3594 0.2204
H 0.8194 -6.6627 -0.5570 -0.1622 -0.4363 -0.2066
H 0.5827 -5.6957 0.7945 -0.6860 0.3471 0.2506
H -0.8182 -8.3883 0.1962 0.2116 0.2346 -0.1544
H -1.0697 -7.1601 1.4712 0.0161 -0.6655 0.5215
H -2.9674 -8.9924 1.1616 0.1290 0.0541 0.2628
H -3.1840 -8.2631 -0.3648 -0.6629 0.3171 -0.0375
H -3.4479 -7.1674 2.4642 0.2316 0.8242 0.1671
H -4.7484 -7.2120 1.3215 -0.0639 0.1771 0.1464
H -4.8331 -4.2723 -0.4806 0.2816 0.2461 0.2015
H -4.3524 -5.8401 -1.0598 -0.2779 -0.2017 -0.0704
H -5.6129 -5.6695 0.1873 0.1755 -0.0902 0.0985
H -3.9139 -3.5814 1.8419 -0.0274 0.0741 0.2400
H -4.5211 -5.0127 2.7448 -0.3620 0.2247 -0.2240
H -2.8536 -4.6356 2.8255 0.3098 -0.0326 -0.3505
H -2.6864 -6.9393 -1.9803 -0.1378 -0.0841 0.3419
H -1.0768 -7.5406 -2.0572 0.2356 0.2076 -0.4419
H -1.5386 -5.8856 -2.6367 0.6880 0.2643 0.3817
H -2.4877 -3.9266 -0.9420 -0.1713 0.2564 -0.4968
C 0.2163 5.0013 0.3825 -0.9258 -0.2223 -0.1254
C 1.5058 5.3404 -0.3679 -0.8203 -1.4116 -0.2722
C 1.1134 6.0285 -1.7332 0.8449 -0.2970 -0.3793
C 2.1598 6.9505 -2.3889 1.6534 -0.6397 1.4426
C 2.8315 7.8000 -1.2777 -2.4183 -0.5168 0.5257
C 3.3485 7.0022 0.0001 1.5166 0.8911 -0.1790
N 2.2845 6.1386 0.5684 0.0735 2.4405 -1.1784
O 2.7119 5.4475 1.7340 0.1805 -0.2417 -0.7870
C 4.6720 6.2743 -0.3596 -0.4015 0.1789 -0.5210
C 3.7431 8.0884 1.0451 0.0245 -0.7005 0.0740
C 2.1837 3.9903 -0.6520 0.7050 -0.0437 -0.3890
H -0.5795 5.7384 0.2750 0.3697 0.5900 0.3356
H 0.4390 4.8199 1.4339 -0.1904 -0.0184 -0.0523
H -0.2952 4.1237 -0.0129 0.3590 -0.3727 -0.0810
H 1.0664 5.2366 -2.4807 -0.5772 -0.4614 0.3067
H 0.1072 6.4409 -1.6584 0.2247 0.4462 0.0531
H 1.8254 7.4611 -3.2920 -0.3999 0.4700 0.4796
H 2.9860 6.3548 -2.7772 -0.0831 -0.6260 -0.2014
H 1.9462 8.2847 -0.8662 0.1245 0.8877 0.2085
H 3.4880 8.5594 -1.7024 0.4167 -0.2499 0.5033
H 5.5024 6.9795 -0.3954 -0.0359 0.1437 0.2721
H 4.9302 5.4778 0.3382 -0.1206 -0.0594 -0.1365
H 4.6033 5.9358 -1.3934 0.0468 -0.6382 0.1176
H 2.8886 8.6325 1.4473 -0.0379 0.1574 -0.2896
H 4.2569 7.6410 1.8959 -0.1119 -0.3045 0.0855
H 4.5044 8.7425 0.6200 -0.3579 0.2732 -0.1768
H 2.6072 3.6311 0.2859 0.0066 -0.2662 -0.1169
H 2.9797 4.0686 -1.3925 0.3239 0.2747 0.1504
H 1.5295 3.2394 -1.0951 -0.3786 0.1121 0.2898
H 2.1778 5.8374 2.4299 -0.0185 0.1865 0.0557
```
Forces are in eV/Å.

* net charge: +1
* energy above the lowest of the compared OMol25 structures with the same formula, charge and spin: 77.2 kcal per mole
* Kohn-Sham gap: 5.75 eV

***

3.
C18H38N2O2RuSSi2Te5 as an isolated structure. Source: the OMol25 dataset; level of theory: ωB97M-V/def2-TZVPD.

Structure (XYZ):
```
69
Properties=species:S:1:pos:R:3:forces:R:3
Ru 3.7060 -0.2990 1.4807 -0.3902 0.1306 0.0519
C 5.1283 -4.7711 -0.3045 0.0034 0.0227 -0.0208
C 4.1800 -3.6178 -0.1206 -0.0079 -0.0402 -0.0015
O 4.0764 -3.0313 0.9532 0.0650 -0.1405 -0.0134
N 3.4438 -3.2599 -1.1956 -0.0055 0.0185 -0.0121
C 2.5451 -2.1173 -1.1773 -0.0028 0.0293 -0.0103
C 1.5319 -2.1808 -0.0675 0.0413 -0.0488 0.0657
C 0.4523 -3.0403 -0.1967 -0.0157 -0.0170 0.0126
C -0.4773 -3.1354 0.8210 -0.0053 0.0116 0.0290
C -0.3161 -2.3159 1.9221 0.0329 -0.0152 -0.0168
C 0.7727 -1.4652 1.9653 -0.0557 0.0452 0.0983
N 1.7154 -1.4077 1.0153 0.0670 -0.2385 -0.2531
H 4.9208 -5.5237 0.4541 -0.0081 0.0058 0.0103
H 6.1425 -4.4048 -0.1432 -0.0023 -0.0048 -0.0052
H 5.0706 -5.2243 -1.2923 -0.0064 -0.0062 0.0051
H 3.5727 -3.7588 -2.0581 0.0132 0.0079 -0.0003
H 2.0240 -2.0989 -2.1343 -0.0016 -0.0018 0.0013
H 3.1066 -1.1896 -1.0703 0.0230 -0.0221 -0.0191
H 0.3599 -3.6385 -1.0940 0.0039 0.0008 -0.0017
H -1.3167 -3.8139 0.7471 0.0026 0.0005 -0.0013
H -1.0205 -2.3205 2.7410 0.0004 0.0086 0.0041
H 0.8943 -0.7910 2.7996 -0.0056 -0.0049 -0.0093
Te 6.1199 -1.0016 2.0727 0.0645 -0.1630 -0.0776
Te 5.0560 1.3614 2.9547 0.2043 0.2703 0.0697
Te 3.2334 -0.1150 4.1535 0.0070 -0.0387 -0.0670
Te 5.7490 -0.2656 -0.4448 0.0528 -0.0412 0.1025
C -4.9048 0.8354 -3.7208 0.0087 -0.0168 0.0072
Si -3.5704 0.0297 -2.6923 -0.0319 -0.0012 -0.0022
C -2.2078 -0.6397 -3.7906 0.0183 -0.0021 0.0201
C -4.2810 -1.3531 -1.6525 -0.0099 -0.0016 -0.0072
C -2.8386 1.3315 -1.5423 0.0299 0.0228 -0.0096
Te -1.1967 0.5488 -0.4286 0.0941 0.0973 0.0429
C -0.9783 2.2096 0.9190 -0.1014 -0.0301 0.0223
Si -2.1325 2.2152 2.4115 -0.0382 0.0568 -0.0261
C -1.8766 3.8349 3.3156 0.0259 -0.0082 -0.0328
C -1.6605 0.7932 3.5303 -0.0026 0.0071 -0.0350
C -3.9172 2.0350 1.8814 0.0349 -0.0200 -0.0162
H -5.3618 0.1128 -4.4003 -0.0030 0.0048 -0.0026
H -4.5051 1.6533 -4.3235 0.0016 -0.0007 -0.0017
H -5.6958 1.2416 -3.0872 -0.0020 0.0012 -0.0030
H -2.6040 -1.3659 -4.5035 -0.0005 0.0027 -0.0050
H -1.4337 -1.1409 -3.2023 -0.0036 0.0005 -0.0084
H -1.7285 0.1611 -4.3582 -0.0011 -0.0055 -0.0078
H -4.7468 -2.1139 -2.2826 -0.0004 0.0008 0.0014
H -5.0446 -0.9769 -0.9678 -0.0008 -0.0020 0.0006
H -3.5078 -1.8391 -1.0531 0.0016 0.0024 0.0016
H -3.5957 1.6615 -0.8306 0.0045 -0.0071 -0.0024
H -2.4863 2.1982 -2.1033 -0.0112 -0.0008 -0.0033
H -1.0880 3.1116 0.3122 -0.0165 0.0126 0.0254
H 0.0575 2.1630 1.2636 0.0262 -0.0254 -0.0035
H -0.8339 3.9433 3.6246 -0.0084 0.0125 0.0099
H -2.4950 3.8909 4.2136 -0.0049 -0.0064 0.0011
H -2.1297 4.6898 2.6848 -0.0041 0.0004 0.0024
H -0.6219 0.8849 3.8596 0.0027 -0.0328 0.0038
H -1.7868 -0.1540 3.0030 0.0210 -0.0118 0.0176
H -2.2939 0.7708 4.4190 0.0018 0.0033 0.0088
H -4.2166 2.8302 1.1953 -0.0115 0.0005 0.0053
H -4.5807 2.0795 2.7474 0.0124 0.0076 0.0120
H -4.0822 1.0731 1.3892 -0.0061 0.0120 -0.0028
C 2.1179 3.7739 -0.0980 0.0201 -0.0129 0.0214
S 3.1396 2.3259 -0.3007 0.0925 0.1243 -0.0874
C 2.6010 1.8615 -1.9414 -0.0581 -0.1431 0.0942
O 2.5061 1.2931 0.6282 -0.1285 0.1391 0.0619
H 2.4917 4.5456 -0.7706 0.0066 -0.0039 0.0012
H 2.2316 4.0995 0.9343 -0.0191 0.0180 -0.0030
H 1.0801 3.5327 -0.3120 -0.0316 -0.0261 -0.0112
H 2.8032 2.6736 -2.6377 0.0217 0.0370 0.0251
H 1.5355 1.6278 -1.8825 0.0023 0.0044 -0.0469
H 3.1681 0.9776 -2.2314 -0.0052 0.0212 -0.0091
```
Forces are in eV/Å.

* net charge: +1
* energy above the lowest of the compared OMol25 structures with the same formula, charge and spin: 11.8 kcal per mole
* Kohn-Sham gap (alpha / beta): 5.59 / 5.64 eV
* ⟨S²⟩: 0.78
* 2S+1: 2